Formula: C35H46F4KN8O2PSe
Source: the OMol25 dataset
Level of theory: wB97M-V/def2-TZVPD

Last column: Mulliken charge in e.
Atoms and positions in Å:
K -0.084093 0.039551 0.214575  0.9396
C 1.081391 1.901845 -2.608793  -1.0252
N 1.467511 1.851311 -1.212335  1.0608
C 1.280283 3.144143 -0.579994  -0.9706
C 2.831924 1.342406 -1.074558  -1.0946
C 3.320574 1.189853 0.361094  -1.4450
N 2.414225 0.346198 1.111440  0.4808
C 2.771293 -0.105192 2.308319  -0.1769
C 1.897204 -1.000776 2.999873  -0.0233
F 0.693573 -1.306649 2.418872  -0.0725
C 2.172106 -1.572496 4.214558  -0.0305
F 1.261792 -2.419329 4.744800  -0.3294
C 3.342704 -1.312885 4.906611  -0.7235
C 4.205758 -0.424458 4.290212  0.1603
F 5.357586 -0.101197 4.912543  -0.3376
C 3.950662 0.157094 3.069267  0.5213
F 4.870840 1.042516 2.603630  -0.3564
H 1.184671 0.911723 -3.057073  0.3213
H 1.698340 2.606421 -3.192511  0.3505
H 0.037873 2.216226 -2.691597  0.0505
H 1.936654 3.920496 -1.009204  0.2892
H 1.482678 3.073884 0.488396  0.2087
H 0.241083 3.453931 -0.708548  0.0964
H 3.539470 1.993998 -1.619842  0.3433
H 2.852838 0.360428 -1.557795  0.3671
H 3.452206 2.184323 0.809799  0.5253
H 4.333842 0.773306 0.287776  0.5352
H 3.564739 -1.764651 5.859818  0.5092
C -2.752748 -0.872402 -1.980067  -0.5760
C -2.929583 -1.745858 -0.766237  0.7894
O -2.010945 -1.938597 0.007926  -0.5050
C -4.278333 -2.320214 -0.476200  0.3201
C -4.398887 -3.239044 0.563640  -0.2256
C -5.642592 -3.740011 0.905730  -0.9141
C -6.775270 -3.318098 0.218942  -0.4029
C -6.661664 -2.402710 -0.817737  -0.9116
C -5.413586 -1.909662 -1.169095  0.1319
H -1.694322 -0.781428 -2.212571  0.3263
H -3.160559 0.115820 -1.743553  -0.5440
H -3.275692 -1.268177 -2.850050  0.6164
H -3.505199 -3.544237 1.091901  0.4657
H -5.732565 -4.458654 1.709692  0.4211
H -7.748123 -3.706666 0.491152  0.4221
H -7.543818 -2.075773 -1.352575  0.4374
H -5.328875 -1.191359 -1.974684  0.2518
Se -1.727717 -4.559359 -2.555879  0.2015
N -1.143961 -5.204116 -1.001267  -0.8720
C -0.155222 -4.424371 -0.634587  1.1223
C 0.620991 -4.588263 0.561136  -0.6150
C 1.608320 -3.698315 0.780029  -0.5724
C 1.834199 -2.614781 -0.149535  -0.2867
N 1.160121 -2.408302 -1.237219  -0.4246
C 0.169596 -3.320328 -1.520828  0.5271
N -0.554134 -3.226931 -2.611286  -0.7529
H 0.395763 -5.397315 1.242438  0.4466
H 2.229893 -3.743556 1.664133  0.4692
H 2.589106 -1.873713 0.097846  0.6467
O -1.979397 1.791110 0.160628  -0.1523
P -3.283399 2.492802 0.214055  -2.3906
N -4.115344 2.417407 -1.208002  0.6893
C -5.553423 2.176967 -1.356331  -0.3004
C -5.715528 2.020291 -2.864999  -0.5697
C -4.689873 3.008799 -3.417306  -0.9259
C -3.498632 2.830716 -2.475696  -0.2875
N -3.093492 4.097665 0.530116  0.6299
C -2.120274 4.555504 1.539058  -0.2662
C -2.556060 5.991095 1.831694  -0.7312
C -3.217557 6.429604 0.526654  -0.7949
C -3.987647 5.178740 0.114038  -0.1837
N -4.285090 1.883918 1.365348  0.9424
C -4.286464 0.473984 1.773032  0.3758
C -4.854974 0.534062 3.185450  -0.8145
C -5.901349 1.641626 3.067041  -0.7653
C -5.227834 2.676262 2.161924  -0.3903
H -6.147877 3.026625 -0.996902  0.4071
H -5.863391 1.289484 -0.802301  0.0768
H -6.733626 2.215028 -3.198585  0.4862
H -5.446659 1.002725 -3.162213  0.0891
H -5.080430 4.026375 -3.338880  0.2877
H -4.426445 2.828733 -4.458158  0.4286
H -2.918495 3.749524 -2.354441  0.3745
H -2.812029 2.061220 -2.842475  0.1115
H -1.108879 4.511294 1.129267  0.0413
H -2.142157 3.922515 2.429383  0.2776
H -1.722681 6.623712 2.132568  0.4261
H -3.294315 6.001911 2.637376  0.2843
H -2.455355 6.655434 -0.222556  0.3155
H -3.861079 7.301243 0.636398  0.3969
H -4.185811 5.130534 -0.957830  0.0208
H -4.952371 5.140200 0.636386  0.2244
H -3.280709 0.058732 1.725833  -0.0687
H -4.938736 -0.130123 1.129468  -0.2965
H -4.068117 0.829242 3.883292  0.3377
H -5.268262 -0.417694 3.514867  0.3990
H -6.197518 2.066264 4.024949  0.4269
H -6.797717 1.248219 2.582031  0.3238
H -4.695343 3.430342 2.751037  0.2204
H -5.956843 3.198760 1.535914  0.1770

Cartesian forces, eV/Å:
K 0.01 -0.06 0.03
C 0.00 -0.01 0.00
N 0.01 0.02 0.01
C 0.00 0.00 -0.01
C 0.01 0.01 -0.01
C -0.01 -0.02 0.02
N -0.01 0.01 0.06
C 0.01 0.02 -0.02
C 0.01 -0.02 0.02
F 0.07 0.07 -0.05
C -0.01 0.00 -0.01
F 0.00 0.00 0.00
C -0.01 -0.01 0.00
C 0.01 0.01 0.01
F 0.00 0.00 0.00
C -0.01 0.00 -0.02
F 0.01 -0.01 0.01
H 0.00 0.00 0.00
H 0.00 0.00 0.00
H 0.00 0.00 0.00
H 0.00 0.00 0.00
H 0.00 -0.01 0.00
H 0.00 0.01 0.00
H 0.00 0.00 0.00
H 0.00 0.00 0.00
H -0.01 0.00 0.00
H 0.00 0.00 -0.01
H 0.00 0.00 0.00
C -0.02 0.00 0.05
C -0.01 0.04 -0.03
O 0.02 -0.01 -0.04
C 0.00 0.04 0.01
C 0.01 0.00 0.00
C -0.01 -0.01 0.01
C 0.00 0.00 0.00
C 0.00 0.00 0.00
C 0.00 -0.01 -0.01
H 0.00 0.00 0.00
H 0.02 -0.02 -0.01
H 0.00 -0.01 0.00
H 0.00 0.00 0.00
H 0.00 0.00 0.00
H 0.00 0.00 0.00
H 0.00 0.00 0.00
H -0.01 0.00 0.00
Se 0.05 0.03 0.05
N -0.05 0.00 -0.04
C 0.06 0.00 0.06
C 0.00 0.04 -0.04
C -0.01 0.00 -0.01
C -0.01 -0.03 0.07
N -0.04 0.05 -0.08
C 0.04 -0.04 0.07
N -0.05 -0.02 -0.04
H -0.01 -0.01 -0.01
H -0.01 -0.01 0.01
H 0.00 -0.01 0.00
O -0.05 -0.06 -0.06
P 0.03 0.18 0.08
N -0.03 -0.04 -0.03
C 0.00 0.00 0.00
C 0.00 -0.02 0.00
C 0.00 0.02 0.01
C 0.03 0.03 -0.03
N 0.00 -0.04 0.02
C -0.02 -0.02 -0.04
C 0.00 0.00 0.03
C 0.01 -0.01 -0.04
C 0.01 -0.01 0.01
N 0.03 -0.11 -0.01
C -0.05 -0.01 0.03
C 0.04 0.04 0.01
C -0.01 -0.04 0.01
C 0.00 0.05 0.00
H 0.00 0.00 0.00
H 0.00 0.01 0.01
H 0.00 0.01 -0.01
H -0.01 0.00 0.00
H 0.00 0.00 0.00
H -0.01 0.00 0.00
H -0.01 0.00 0.00
H 0.00 -0.01 0.02
H 0.00 0.01 0.01
H 0.00 0.00 0.00
H 0.00 0.00 -0.01
H 0.01 0.00 0.00
H -0.01 0.00 0.00
H 0.00 0.00 0.00
H 0.00 0.02 -0.01
H 0.00 0.00 -0.01
H 0.01 0.00 -0.01
H 0.01 0.01 -0.01
H -0.01 -0.01 0.01
H -0.01 -0.01 -0.01
H 0.00 0.00 0.00
H 0.00 0.01 -0.01
H 0.00 -0.01 -0.02
H -0.01 -0.01 0.01

calculated total energy = -5692.1011 Eh
total charge = 0
M = 835.8 g/mol
relative energy (zero: lowest compared OMol25 entry of this formula, charge and spin) = 1.99 kJ/mol